1.
DFT (ωB97M-V with the def2-TZVPD basis set) results for C42H38FGeMgN3O8 as an isolated structure in a non-equilibrium geometry.

Structure (XYZ):
```
94
Properties=species:S:1:pos:R:3:lowdin_spin:R:1
Mg -0.83896 0.18509 -0.13849 0.01
O 0.19844 1.13033 -3.31698 0.00
C 0.17502 0.22514 -2.49652 0.00
O 0.66642 0.24829 -1.29172 0.02
C -0.42456 -1.14364 -2.92142 0.00
C 0.03687 -2.24218 -1.95605 0.00
C -0.30281 -3.63435 -2.49640 0.00
C -1.82372 -3.72635 -2.20472 0.00
C -2.10064 -2.32996 -1.65906 0.00
O -0.91234 -2.07507 -0.86134 0.00
C -1.99124 -1.26923 -2.79018 0.00
C -2.79632 -0.04836 -2.31362 0.00
O -3.90756 0.14327 -2.80149 0.00
O -2.27361 0.59776 -1.33539 0.00
H -0.09947 -1.32177 -3.94417 0.00
H 1.05107 -2.12229 -1.59378 0.01
H -0.06719 -3.70874 -3.55914 0.00
H 0.25739 -4.40905 -1.97325 0.00
H -2.42567 -3.94572 -3.08629 0.00
H -2.03354 -4.47644 -1.43996 0.00
H -2.99600 -2.24791 -1.04924 0.00
H -2.45503 -1.62476 -3.70598 0.00
C 0.21691 4.02740 6.24817 0.00
C -1.04830 4.36588 5.47094 0.00
C -1.20434 5.87112 5.33030 0.00
C -2.48694 6.20523 4.58681 0.00
C -2.47325 5.53219 3.23926 0.00
C -3.14832 6.06404 2.16588 0.00
C -3.11808 5.42935 0.92846 0.00
F -3.80699 5.99109 -0.08444 0.00
C -2.41655 4.27846 0.72460 0.00
C -1.71587 3.73305 1.80388 0.00
C -0.96258 2.48742 1.58070 0.00
O -0.83533 2.04692 0.43805 0.00
C -0.41548 1.87004 2.75632 0.00
C -0.47552 2.53960 3.93329 0.00
N -1.04953 3.74688 4.12152 0.00
C -1.74395 4.34235 3.05955 0.00
C 0.24336 0.50336 2.77565 0.01
O 0.70286 0.11218 3.85133 0.01
O 0.24219 -0.15701 1.67694 0.11
H 0.26234 4.66452 7.13250 0.00
H 1.10353 4.21638 5.63819 0.00
H 0.24603 2.99319 6.58745 0.00
H -1.91536 3.98101 6.01751 0.00
H -0.34433 6.26285 4.77667 0.00
H -1.19707 6.31673 6.32529 0.00
H -2.59794 7.28272 4.46046 0.00
H -3.34496 5.85802 5.17137 0.00
H -3.71456 6.98246 2.27690 0.00
H -2.38720 3.76810 -0.23238 0.00
H -0.01700 2.06833 4.79060 0.00
C 3.52266 -1.03020 2.54823 0.08
Ge 2.23919 -1.66828 1.20943 0.43
C 1.17161 -3.11481 1.98817 0.06
C 0.85538 -3.12498 3.35068 0.02
C -0.01643 -4.07786 3.87212 0.00
C -0.60450 -5.02151 3.03601 0.02
C -0.31404 -5.01077 1.67514 0.00
C 0.56692 -4.06615 1.16182 0.02
C 3.41148 -2.48372 -0.20353 0.11
C 3.47223 -1.79516 -1.39148 0.02
C 4.19568 -2.29140 -2.50480 0.00
C 4.85383 -3.48221 -2.42320 0.00
C 4.83901 -4.22926 -1.21713 0.00
C 5.54075 -5.45860 -1.10614 0.00
C 5.54267 -6.16444 0.06073 0.00
C 4.84246 -5.66772 1.18525 0.00
C 4.15198 -4.49254 1.10414 0.01
C 4.11415 -3.73220 -0.09960 0.02
H 4.25459 -1.82182 2.73325 0.01
H 3.02241 -0.74437 3.47302 0.00
H 4.04097 -0.16169 2.13701 0.00
H 1.26995 -2.36114 4.00012 0.00
H -0.24444 -4.07792 4.93212 0.00
H -1.28480 -5.76145 3.44254 0.00
H -0.77787 -5.73532 1.01474 0.00
H 0.79096 -4.06884 0.09955 0.00
H 2.93228 -0.85563 -1.48865 0.01
H 4.20955 -1.72411 -3.42912 0.00
H 5.39919 -3.87504 -3.27588 0.00
H 6.08700 -5.82296 -1.96989 0.00
H 6.08306 -7.10064 0.13230 0.00
H 4.85328 -6.22591 2.11353 0.00
H 3.61971 -4.11925 1.96983 0.00
N -2.08633 -1.72292 1.91144 0.00
C -3.17157 -2.41034 2.28777 0.00
C -4.26794 -1.72581 1.80206 0.00
C -3.72526 -0.62124 1.12200 0.00
N -2.39641 -0.62507 1.19289 0.00
H -1.10718 -1.93299 2.07637 0.00
H -3.08518 -3.30860 2.87794 0.00
H -5.30698 -1.98966 1.90831 0.00
H -4.21988 0.15890 0.56134 0.00
```

Values from the calculation:
Total energy   -4766.66774 hartree
2S+1   2
Relative energy (zero: lowest compared OMol25 entry of this formula, charge and spin)   1.5 kcal per mole
Total charge   -1
Orbital gap (alpha / beta)   5.8198 / 7.5908 eV
LUMO level (alpha / beta)   0.0737 / 0.0737 Ha



2.
DFT (ωB97M-V with the def2-TZVPD basis set) results for C42H39N8S3SbZr as an isolated structure in a non-equilibrium geometry.

Structure (XYZ):
```
94
Properties=species:S:1:pos:R:3:mulliken_charge:R:1
Zr 0.62896 -0.47138 1.60654 -0.78
C 2.78107 -1.46705 -0.61376 -1.27
N 2.60793 -0.31928 0.33685 1.46
C 3.84982 -0.18680 1.16596 -1.61
C 3.72469 -0.58520 2.59034 0.77
C 4.86110 -0.98882 3.27629 -1.04
C 4.72878 -1.36234 4.62148 -0.61
C 3.48595 -1.11601 5.25672 -0.89
C 2.43134 -0.58636 4.51999 -0.47
N 2.49986 -0.43112 3.17366 1.17
C 2.45908 0.95528 -0.45857 -0.59
C 1.87105 2.09199 0.33718 0.14
C 1.72745 3.39390 -0.15414 -0.74
C 1.25400 4.39145 0.71486 -0.68
C 1.07098 4.09120 2.05556 -0.94
C 1.20612 2.78472 2.47215 -0.49
N 1.44573 1.76889 1.59060 0.79
C 1.56731 -2.34179 -0.77254 0.80
C 1.39360 -3.09475 -1.93776 -1.02
C 0.18885 -3.79760 -2.12145 -0.48
C -0.76399 -3.79661 -1.07963 -0.92
C -0.43912 -3.24078 0.12131 -0.74
N 0.68940 -2.44915 0.25413 1.37
H 3.04552 -1.10069 -1.62703 0.35
H 3.61263 -2.11370 -0.26248 0.62
H 4.68275 -0.76994 0.74164 0.73
H 4.16370 0.86540 1.09853 0.42
H 5.81964 -0.96446 2.76169 0.54
H 5.57224 -1.78969 5.16471 0.50
H 3.32861 -1.25382 6.32304 0.51
H 1.51032 -0.26624 5.00672 0.47
H 3.45703 1.27282 -0.82069 0.89
H 1.79401 0.71448 -1.32035 -0.70
H 1.97331 3.63634 -1.19040 0.59
H 1.10409 5.39247 0.34942 0.56
H 0.81265 4.82972 2.81972 0.51
H 1.11393 2.51012 3.52264 0.47
H 2.13791 -3.09752 -2.70438 0.66
H 0.02883 -4.34583 -3.02711 0.55
H -1.74533 -4.20373 -1.22404 0.57
H -1.08383 -3.31280 0.99192 0.48
N 1.79693 -3.90904 2.72173 -0.16
C 0.72958 -3.41452 3.39029 -0.21
N 0.04093 -2.29334 3.05048 1.12
C -0.86488 -1.95859 4.08829 -0.74
C -0.89879 -2.89035 5.10405 -0.57
S 0.19955 -4.20757 4.91524 -0.03
C -1.57936 -0.67186 4.04785 -0.02
C -2.45420 -0.13584 4.96061 -0.61
S -3.05281 1.42552 4.52296 -0.11
C -2.08662 1.29127 3.04427 0.35
N -1.29044 0.20254 2.96805 0.48
N -2.24559 2.26229 2.13025 0.02
H 1.89781 -3.67321 1.72506 0.03
H 2.23350 -4.75362 3.09176 0.26
H -1.50561 -2.85603 5.98124 0.49
H -2.70844 -0.60596 5.90667 0.44
H -2.85732 3.03802 2.34877 0.26
H -1.88499 2.10658 1.19027 -0.39
S -1.18595 0.18231 -0.19490 0.37
Sb -1.82394 0.86141 -2.41365 1.31
C -2.69050 -0.93809 -3.23362 0.75
C -3.55205 -1.73554 -2.49125 -0.62
C -4.21202 -2.84848 -3.06298 -0.64
C -3.94981 -3.18707 -4.37963 -0.61
C -3.05465 -2.40632 -5.09679 -0.69
C -2.45663 -1.25962 -4.56492 -0.48
C 0.00907 1.09183 -3.54175 0.44
C 0.43678 2.36205 -3.93437 -0.66
C 1.59003 2.51569 -4.71575 -0.71
C 2.34471 1.39880 -5.06692 -0.78
C 1.90922 0.14501 -4.68477 -0.60
C 0.73092 -0.01142 -3.93041 -0.49
C -3.11961 2.52012 -1.87508 0.53
C -2.76825 3.82933 -2.12596 -0.19
C -3.53585 4.90904 -1.65865 -0.77
C -4.65825 4.68162 -0.89983 -0.53
C -5.07655 3.35834 -0.69855 -0.80
C -4.30369 2.29182 -1.21142 -0.50
H -3.69026 -1.55219 -1.43639 0.49
H -4.93439 -3.40039 -2.47144 0.47
H -4.41325 -4.05898 -4.82559 0.46
H -2.76628 -2.71045 -6.08514 0.47
H -1.88721 -0.58978 -5.20728 0.46
H -0.08967 3.23788 -3.59403 0.42
H 1.91714 3.51548 -4.96140 0.49
H 3.24559 1.51458 -5.62265 0.50
H 2.43998 -0.76897 -4.94004 0.52
H 0.40491 -1.01433 -3.63023 0.58
H -1.84928 4.04675 -2.65568 0.41
H -3.26920 5.91990 -1.94621 0.47
H -5.21962 5.50330 -0.47180 0.47
H -5.94015 3.10516 -0.09607 0.46
H -4.64848 1.28963 -1.02205 0.45
```

Values from the calculation:
Total energy   -3542.60820 hartree
2S+1   1
Total charge   +4
Orbital gap   5.9235 eV
LUMO level   -0.4208 Ha